# CHO2Yb

A molecular structure, CHO2Yb at a distorted geometry (the ωB97M-V functional and the def2-TZVPD basis, the Open Molecules 2025 dataset).

```
5
CHO2Yb | the Open Molecules 2025 dataset | the ωB97M-V functional and the def2-TZVPD basis
O -2.423 -0.142 -0.094
C -1.371 0.375 0.052
O -0.267 -0.407 0.110
Yb 2.041 0.100 -0.068
H -0.651 -1.355 -0.052
```

Kohn-Sham gap (alpha / beta), Ha: 0.186 / 0.116
2S+1: 3
HOMO energy (alpha / beta), hartree: -0.877 / -0.984
Calculated total energy, eV: -36633.8268
Energy relative to the best compared isomer or geometry (same formula, charge and spin), kcal per mole: 0.0
Charge: +3